Below is 2 unconnected molecules or ions with the total composition C3H7O2Si, with properties calculated with ωB97M-V/def2-TZVPD.

ΔE to the lowest compared entry with this formula, charge and spin = 25.5 kcal per mole
HOMO level = -1.84 eV
Total charge = -1
Orbital gap = 5.29 eV
E = -558.4650 Ha

Element x y z (Å)
C 1.231 -4.391 0.287
C -0.508 0.301 1.167
C -0.163 0.562 -0.331
O 0.214 -4.353 0.857
O 2.235 -4.633 -0.273
Si 0.706 -0.938 -1.140
H -1.183 -0.578 1.030
H 0.403 0.145 1.845
H -1.044 1.027 1.595
H 0.185 1.548 -0.593
H -1.152 0.556 -0.829
H 2.132 -0.579 -0.712
H 0.604 -0.531 -2.737

Atomic forces in eV per Å
C 0.067 -0.775 -0.537
C 2.578 -3.020 -2.016
C -1.414 -0.091 0.061
O 0.793 0.245 -0.202
O -0.952 0.646 0.702
Si 0.098 -0.533 -0.825
H 0.832 0.185 1.049
H -1.183 -0.333 -1.040
H -2.193 3.123 1.599
H 0.691 0.506 0.330
H 0.105 -0.041 0.061
H 0.186 0.112 -0.431
H 0.394 -0.024 1.250